--- i ---
Formula: C7H13N
Source: the OMol25 dataset
Level of theory: ωB97M-V/def2-TZVPD

Properties
**HOMO energy**: -7.50 eV
**Structure (SMILES)**: C/C=C(C)/C=C(/C)N
**Molecular weight**: 111.19 g mol⁻¹

Positions of all 21 atoms, in Å:
C: 2.45480 -1.10190 -1.12273
C: 1.11162 -0.49470 -0.88634
C: 0.78616 0.44666 0.03274
C: 1.74869 1.15905 0.93970
C: -0.60131 0.85612 0.10989
C: -1.64001 -0.01183 0.17365
C: -3.04850 0.49488 -0.02604
N: -1.54907 -1.34183 0.56552
H: 2.32831 -2.14281 -1.44181
H: 3.07996 -1.11869 -0.22697
H: 2.97813 -0.56486 -1.91973
H: 0.35928 -0.80215 -1.61320
H: 1.36025 1.21519 1.96221
H: 1.92498 2.17897 0.58138
H: 2.72035 0.66167 1.00673
H: -0.78495 1.92149 -0.02706
H: -3.53702 -0.08027 -0.82034
H: -3.63805 0.38660 0.89008
H: -3.07453 1.54980 -0.31621
H: -2.32621 -1.64954 1.14306
H: -0.65289 -1.56186 0.99548


--- ii ---
Formula: C7H13N
Source: the OMol25 dataset
Level of theory: ωB97M-V/def2-TZVPD

Properties
**HOMO energy**: -7.55 eV
**Structure (SMILES)**: C=CCN/C=C/CC
**Molecular weight**: 111.19 g mol⁻¹

Positions of all 21 atoms, in Å:
C: -4.27348 1.31614 0.10698
C: -3.07364 1.05807 0.59061
C: -2.10940 0.26284 -0.27763
N: -0.77120 0.48478 0.26546
C: 0.27039 -0.29648 -0.19840
C: 1.58958 -0.03306 -0.11885
C: 2.55901 -1.23179 -0.32482
C: 3.88993 -0.90984 0.29687
H: -4.67344 1.15262 -0.87456
H: -5.00720 1.90135 0.64779
H: -2.62651 1.37167 1.54697
H: -2.17595 0.40836 -1.35702
H: -2.20689 -0.82453 -0.45816
H: -0.56669 1.47340 0.49332
H: 0.01223 -1.29510 -0.53829
H: 1.97450 0.91227 0.25281
H: 1.99647 -2.04224 0.15459
H: 2.58219 -1.34283 -1.41640
H: 3.76003 -0.55655 1.33405
H: 4.30004 -0.03129 -0.19913
H: 4.55002 -1.77780 0.07382


--- iii ---
Formula: C7H13N
Source: the OMol25 dataset
Level of theory: ωB97M-V/def2-TZVPD

Properties
**HOMO energy**: -8.16 eV
**Structure (SMILES)**: C=C(C=C(C)C)NC
**Molecular weight**: 111.19 g mol⁻¹

Positions of all 21 atoms, in Å:
C: -1.96562 -0.66599 1.03704
C: -0.88371 -0.00622 0.66256
C: 0.48283 -0.40762 0.58981
C: 1.02764 -0.95737 -0.53573
C: 0.36852 -0.94262 -1.88596
C: 2.41971 -1.52004 -0.51034
N: -0.50126 1.52661 0.64852
C: -1.37298 2.60908 1.06105
H: -1.95906 -1.75041 1.11124
H: -2.89535 -0.14513 1.23622
H: 1.02889 -0.42657 1.53072
H: -0.53260 -0.32515 -1.91724
H: 1.04634 -0.53438 -2.64547
H: 0.09008 -1.95809 -2.18717
H: 2.83151 -1.56651 0.50212
H: 3.09650 -0.90651 -1.11721
H: 2.42940 -2.53351 -0.92615
H: 0.07862 1.79698 -0.14421
H: -0.81081 3.54893 1.11652
H: -2.17395 2.76042 0.32770
H: -1.80471 2.40409 2.04599


--- iv ---
Formula: C7H13N
Source: the OMol25 dataset
Level of theory: ωB97M-V/def2-TZVPD

Properties
**HOMO energy**: -8.80 eV
**Molecular weight**: 111.19 g mol⁻¹

Positions of all 21 atoms, in Å:
C: 2.38709 -0.48942 -0.17929
C: 1.00164 -0.07787 -0.85406
C: 0.13709 0.47253 0.39760
C: -0.27388 -0.92189 0.97162
C: -1.55291 -0.97669 -0.01114
C: -1.13866 1.07604 -0.11827
C: 0.19257 1.95552 0.35699
H: 2.03294 -0.58350 1.03620
H: 2.95495 0.57148 -0.42168
H: 3.01078 -1.55035 -0.62377
H: 0.93030 0.91100 -1.46933
H: 0.33555 -0.83832 -1.51998
H: 0.18684 -1.84162 0.72133
H: -0.72904 -1.40689 2.17828
H: -2.51786 -0.85706 0.61261
H: -1.67374 -2.06601 -0.66352
H: -2.75790 0.00328 -1.25807
H: -1.79019 1.29041 0.72471
H: -0.28343 2.72144 1.08499
H: 1.13953 2.48008 0.00719
N: -1.59167 0.12784 -0.97241


The calculated energies rank the structures as follows, beginning with the most stable: i, iii, ii, iv.


--- i ---
Formula: C7H13N
Source: the OMol25 dataset
Level of theory: ωB97M-V/def2-TZVPD

Properties
**HOMO energy**: -6.96 eV
**Structure (SMILES)**: C=C=C(C)NC(C)C
**Molecular weight**: 111.19 g mol⁻¹

Positions of all 21 atoms, in Å:
C: -2.19699 -1.49367 -0.87350
C: -1.49494 -0.66764 -0.13739
C: -1.14668 0.63186 0.05852
C: -2.18474 1.70447 0.26467
N: 0.15842 0.92550 0.14541
C: 1.20622 -0.52408 -0.02465
C: 2.27551 -0.05024 -0.97804
C: 1.65092 -0.76607 1.39669
H: -2.58558 -1.23473 -1.85797
H: -2.32638 -2.53401 -0.59053
H: -1.79309 2.70527 0.08298
H: -3.03168 1.54630 -0.40382
H: -2.55954 1.66089 1.28889
H: 0.39411 1.85820 0.47160
H: 0.72484 -1.41280 -0.42148
H: 3.00049 -0.85353 -1.13976
H: 1.83703 0.18947 -1.94529
H: 2.79097 0.82640 -0.58786
H: 0.79062 -1.00108 2.02122
H: 2.15510 0.10884 1.80499
H: 2.33536 -1.61932 1.42531


--- ii ---
Formula: C7H13N
Source: the OMol25 dataset
Level of theory: ωB97M-V/def2-TZVPD

Properties
**HOMO energy**: -8.62 eV
**Structure (SMILES)**: [H]/N=C/CC(C)(C)C=C
**Molecular weight**: 111.19 g mol⁻¹

Positions of all 21 atoms, in Å:
H: -3.60624 -1.05557 -0.61821
N: -2.60100 -0.87381 -0.55928
C: -2.26438 0.10377 0.15483
C: -0.62993 0.80611 0.32435
C: 0.28791 -0.19360 -0.20253
C: 0.41179 -1.46777 0.60658
C: 0.18194 -0.44109 -1.68859
C: 1.72124 0.82313 0.09757
C: 2.08673 1.52162 1.15693
H: -2.98799 0.64592 0.79447
H: -0.70654 1.71794 -0.26300
H: -0.58988 0.95951 1.40017
H: -0.44583 -2.10329 0.39295
H: 1.33288 -1.98511 0.34164
H: 0.43048 -1.26121 1.67513
H: -0.76628 -0.94636 -1.88686
H: 0.19652 0.49470 -2.24492
H: 0.99505 -1.07912 -2.03055
H: 2.46928 0.64032 -0.66983
H: 1.40891 1.73718 1.97290
H: 3.07532 1.95674 1.24624


The calculated energies rank the structures as follows, beginning with the most stable: ii, i.


--- i ---
Formula: C7H13N
Source: the OMol25 dataset
Level of theory: ωB97M-V/def2-TZVPD

Properties
**HOMO energy**: -7.14 eV
**Structure (SMILES)**: C=CCN/C=C/CC
**Molecular weight**: 111.19 g mol⁻¹

Positions of all 21 atoms, in Å:
C: 3.13344 -2.17890 -2.29004
C: 2.15132 -1.25185 -2.06311
C: 0.95042 -1.59386 -1.26181
N: 0.75048 -0.42277 -0.33914
C: -0.53535 -0.02097 -0.05254
C: -0.80024 1.04174 0.73208
C: -2.07853 1.19411 1.40246
C: -2.24111 2.26691 2.44459
H: 3.22623 -3.13189 -1.90567
H: 4.03233 -1.88931 -2.80906
H: 2.09204 -0.20134 -2.53470
H: 1.28797 -2.32454 -0.41998
H: -0.12480 -1.76159 -1.67662
H: 1.49659 0.42195 -0.46606
H: -1.30268 -0.79344 -0.11283
H: -0.13015 1.88292 0.75482
H: -2.87872 1.13729 0.62519
H: -2.25668 0.18678 1.90578
H: -2.23767 3.26440 1.97652
H: -1.38587 2.11248 3.11626
H: -3.14901 2.06191 2.97388


--- ii ---
Formula: C7H13N
Source: the OMol25 dataset
Level of theory: ωB97M-V/def2-TZVPD

Properties
**HOMO energy**: -9.10 eV
**Structure (SMILES)**: C1C[C@@H]2CC[C@H](C1)N2
**Molecular weight**: 111.19 g mol⁻¹

Positions of all 21 atoms, in Å:
C: -1.08496 1.00142 1.08928
C: -0.06575 1.62972 0.18131
C: 1.10760 0.64356 -0.07554
C: 0.97649 -0.09442 -1.42674
C: 0.16776 -1.37410 -1.10512
C: -0.09712 -1.23054 0.41940
C: -1.40181 -0.43687 0.67115
N: 1.00091 -0.39278 0.98651
H: -1.97772 1.61730 1.15807
H: -0.64241 0.99858 2.08927
H: 0.27381 2.62204 0.58102
H: -0.53829 1.79773 -0.80430
H: 2.03544 1.22245 0.01716
H: 1.96839 -0.37525 -1.79312
H: 0.51274 0.56914 -2.18895
H: 0.81036 -2.27617 -1.30267
H: -0.76125 -1.37737 -1.67113
H: -0.12751 -2.20260 0.91359
H: -2.02305 -0.87875 1.50128
H: -1.97742 -0.46678 -0.24306
H: 1.84378 -0.99632 1.00261


The calculated energies rank the structures as follows, beginning with the most stable: ii, i.


--- i ---
Formula: C3H6N2O2
Source: the OMol25 dataset
Level of theory: ωB97M-V/def2-TZVPD

Properties
**HOMO energy**: -10.27 eV
**Structure (SMILES)**: CC(=O)NC(N)=O
**Molecular weight**: 102.09 g mol⁻¹

Positions of all 13 atoms, in Å:
C: -0.98345 1.03051 1.35899
C: -1.12770 -0.29563 0.76641
O: -1.83229 -1.20133 1.16885
N: -0.35781 -0.64423 -0.38575
C: 0.75160 0.02824 -0.92544
N: 1.69213 -0.80593 -1.47054
O: 0.91555 1.22781 -0.82318
H: -1.53814 1.86970 0.92792
H: 0.01998 1.45697 1.22970
H: -1.03100 1.11853 2.44463
H: -0.38094 -1.63603 -0.60184
H: 1.39829 -1.74182 -1.71035
H: 2.47376 -0.40680 -1.97939


--- ii ---
Formula: C3H6N2O2
Source: the OMol25 dataset
Level of theory: ωB97M-V/def2-TZVPD

Properties
**HOMO energy**: -8.42 eV
**Structure (SMILES)**: OCn1[nH]cc1O
**Molecular weight**: 102.09 g mol⁻¹

Positions of all 13 atoms, in Å:
O: 2.53250 -0.44273 -0.38427
C: 1.18741 -0.74394 -0.60439
N: 0.29010 0.00956 0.30978
N: 0.01277 1.44686 -0.14665
C: -1.35480 1.16676 0.13620
C: -1.16672 -0.08356 0.45254
O: -1.84761 -1.21895 0.77873
H: 2.94579 -0.74807 0.41720
H: 1.00111 -1.87715 -0.39376
H: 0.94275 -0.58038 -1.65118
H: 0.31794 2.08377 0.62382
H: -2.09508 1.91206 -0.03319
H: -1.46984 -1.91109 0.30874


--- iii ---
Formula: C3H6N2O2
Source: the OMol25 dataset
Level of theory: ωB97M-V/def2-TZVPD

Properties
**HOMO energy**: -7.57 eV
**Structure (SMILES)**: OC1(O)C=CNN1
**Molecular weight**: 102.09 g mol⁻¹

Positions of all 13 atoms, in Å:
O: -1.35594 -0.20073 -1.21064
C: -0.72063 0.13287 0.04466
O: -1.72704 0.13251 1.06426
C: 0.24627 1.27596 0.01377
C: 1.64210 0.54288 -0.01178
N: 1.40161 -0.73576 0.12383
N: 0.07738 -0.96954 0.45566
H: -2.03478 0.50484 -1.38125
H: -2.03636 -0.80055 1.06856
H: 0.20699 2.28021 -0.26897
H: 2.38297 1.04729 -0.42056
H: 2.10796 -1.36160 0.55690
H: -0.19053 -1.84840 -0.03445


--- iv ---
Formula: C3H6N2O2
Source: the OMol25 dataset
Level of theory: ωB97M-V/def2-TZVPD

Properties
**HOMO energy**: -8.01 eV
**Structure (SMILES)**: [H]/N=C/O/C=C(\N)O
**Molecular weight**: 102.09 g mol⁻¹

Positions of all 13 atoms, in Å:
H: 1.65457 0.73483 -2.35522
N: 1.11316 0.34752 -1.58788
C: 1.82602 0.33810 -0.53686
O: 1.43140 -0.10570 0.65408
C: 0.20080 -0.74447 0.83947
C: -1.01577 -0.22671 0.59426
N: -1.31872 0.89342 -0.14215
O: -2.12647 -0.83530 1.10655
H: 2.85389 0.70292 -0.45350
H: 0.31471 -1.73289 1.26679
H: -2.31343 1.01605 -0.27362
H: -0.77316 0.93680 -1.00298
H: -1.84700 -1.32458 1.89106


The calculated energies rank the structures as follows, beginning with the most stable: i, iv, iii, ii.


--- i ---
Formula: C4H15N2O
Source: the OMol25 dataset
Level of theory: ωB97M-V/def2-TZVPD

Properties
**Net charge**: +1
**HOMO energy**: -13.58 eV
**Molecular weight**: 107.18 g mol⁻¹

Positions of all 22 atoms, in Å:
C: -1.93907 0.77422 -0.85601
C: -0.79899 -0.12737 -0.40204
C: 0.09665 -0.56981 -1.55216
C: 1.46584 -1.15557 -1.13375
N: 1.32900 -1.86265 0.14552
N: 0.03071 0.61639 0.59203
H: -1.72860 1.73883 -1.32356
H: -2.59672 1.07429 -0.02806
H: -2.63132 0.21706 -1.48667
H: -1.32733 -0.90251 0.13364
H: -0.45564 -1.31865 -2.12534
H: 0.19815 0.24759 -2.26757
H: 2.22495 -0.37202 -1.08013
H: 1.85432 -1.80936 -1.91823
H: 2.17539 -2.32131 0.43951
H: 0.60808 -2.56158 0.07410
H: -0.48002 1.18556 1.27718
H: 0.61447 1.33702 0.16659
H: 0.65208 -0.03180 1.09324
H: 0.12985 1.60049 4.10779
H: 0.47069 2.56491 3.00959
O: 0.10753 1.67627 3.13430


--- ii ---
Formula: C4H15N2O
Source: the OMol25 dataset
Level of theory: ωB97M-V/def2-TZVPD

Properties
**Net charge**: +1
**HOMO energy**: -12.69 eV
**Molecular weight**: 107.18 g mol⁻¹

Positions of all 22 atoms, in Å:
N: -1.82050 -0.72519 0.21867
C: -0.75423 -0.03232 1.16615
C: -0.09009 1.17995 0.53858
N: 0.47590 0.64856 -0.70569
C: 1.92661 0.85678 -0.63775
C: -0.06670 1.26212 -1.84185
H: -2.69112 -0.77547 0.53230
H: -1.51470 -1.69752 0.10017
H: -1.94709 -0.20003 -0.55180
H: 0.02088 -0.85435 1.31565
H: -1.22312 0.19201 2.13712
H: 0.77415 1.42995 1.26240
H: -0.61171 2.06753 0.55678
H: 2.14055 1.87144 -1.06206
H: 2.37583 0.00827 -1.32400
H: 2.49019 0.80084 0.31255
H: -0.57077 2.21495 -1.52238
H: -0.83870 0.58242 -2.56599
H: 0.67577 1.56077 -2.56209
H: 1.02632 -3.77095 1.18508
H: -0.08148 -3.32895 2.12731
O: 0.30403 -3.29080 1.32085


The calculated energies rank the structures as follows, beginning with the most stable: i, ii.